No. 1
85
Properties=species:S:1:pos:R:3 method="wB97M-V/def2-TZVPD" homo_ev=-11.71 charge=+1 de_lowest_kj_mol=0.00 gap_ev=8.14
C -2.72 3.73 -2.97
C -3.27 2.50 -2.25
Cl -4.55 1.74 -3.24
C -2.25 1.39 -2.07
N -1.07 1.89 -1.33
C -0.06 1.16 -0.95
N 0.94 1.79 -0.22
C 2.31 1.24 -0.27
C 3.15 1.99 -1.36
C 2.64 3.39 -1.67
F 3.54 3.99 -2.56
C 2.98 1.52 1.08
C 2.13 1.10 2.26
O 1.25 1.82 2.67
I 2.44 -0.77 3.22
C 2.35 -0.26 -0.62
C 1.34 -0.55 -1.72
P 1.53 -2.26 -2.37
N 1.72 -3.43 -1.35
N -0.04 -0.19 -1.29
C -0.63 -1.02 -0.20
C -1.75 -2.03 -0.61
C -1.45 -3.48 -0.20
Cl -2.14 -1.97 -2.35
H -3.51 4.24 -3.52
H -2.24 4.42 -2.28
H -1.97 3.41 -3.71
H -3.76 2.77 -1.31
H -1.92 1.05 -3.04
H -2.69 0.57 -1.51
H -1.05 2.88 -1.11
H 0.63 2.02 0.72
H 4.16 2.10 -0.97
H 3.22 1.40 -2.27
H 1.67 3.38 -2.17
H 2.60 4.01 -0.78
H 3.95 1.01 1.09
H 3.15 2.59 1.20
H 2.21 -0.92 0.24
H 3.36 -0.47 -0.99
H 1.57 0.11 -2.57
H 2.65 -2.09 -3.22
H 0.47 -2.42 -3.27
H 1.69 -3.14 -0.38
H -1.08 -0.34 0.52
H 0.15 -1.55 0.34
H -2.66 -1.73 -0.10
H -0.98 -4.02 -1.02
H -0.76 -3.51 0.64
H -2.37 -4.00 0.06
C 3.73 1.76 6.82
Cl 2.85 1.53 8.33
Cl 4.79 3.16 6.95
Cl 4.68 0.31 6.46
Cl 2.59 2.02 5.49
C -4.82 -1.89 -6.31
Cl -5.86 -3.30 -6.44
Cl -3.86 -2.01 -4.82
Cl -3.74 -1.80 -7.69
Cl -5.81 -0.43 -6.24
C -1.37 -2.19 5.59
Cl -2.89 -1.50 6.15
Cl -0.07 -1.01 5.78
Cl -1.00 -3.64 6.51
Cl -1.52 -2.61 3.87
C -8.12 4.21 -2.89
Cl -7.78 2.67 -3.67
Cl -7.90 4.04 -1.14
Cl -7.00 5.43 -3.50
Cl -9.77 4.71 -3.23
C 5.51 -2.24 10.15
Cl 7.00 -1.36 9.79
Cl 5.46 -2.66 11.86
Cl 4.13 -1.22 9.74
Cl 5.46 -3.71 9.17
C 7.82 2.79 3.50
Cl 9.05 1.53 3.34
Cl 6.34 2.09 4.16
Cl 8.40 4.06 4.58
Cl 7.49 3.49 1.91
C -5.75 -7.48 -6.85
Cl -4.18 -6.73 -7.14
Cl -5.85 -8.01 -5.17
Cl -7.03 -6.31 -7.17
Cl -5.95 -8.87 -7.92

No. 2
25
Properties=species:S:1:pos:R:3 method="wB97M-V/def2-TZVPD" homo_ev=-8.58 de_lowest_kj_mol=176.29 gap_ev=9.42 smiles=CN[C@@H](C)C(C)C.O
C -1.07 1.44 -2.01
N -0.68 0.43 -1.09
C 0.55 0.65 -0.36
C 0.85 -0.79 0.31
C 2.31 -0.72 0.71
C -0.15 -1.15 1.41
C 0.39 1.69 0.86
H -2.11 1.54 -2.20
H -0.53 1.44 -2.99
H -0.88 2.49 -1.68
H -1.42 0.01 -0.57
H 1.35 0.84 -1.08
H 0.66 -1.50 -0.49
H 3.05 -0.25 0.10
H 2.31 -0.25 1.74
H 2.74 -1.75 0.92
H 0.20 -0.87 2.40
H -0.09 -2.23 1.52
H -1.13 -0.83 1.14
H -0.64 2.01 0.68
H 0.58 1.21 1.83
H 1.18 2.44 0.89
H -2.41 -1.22 -0.83
H -2.38 -2.48 -0.17
O -2.67 -2.14 -1.03

No. 3
13
Properties=species:S:1:pos:R:3 method="wB97M-V/def2-TZVPD" homo_ev=-8.41 de_lowest_kj_mol=146.93 gap_ev=9.34
C 0.46 1.42 -0.51
C -0.24 -0.45 -0.60
C -1.34 -0.52 0.37
N 1.70 1.19 0.02
N 2.20 0.18 0.40
P 1.28 -1.33 -0.07
H 0.30 1.51 -1.54
H -0.26 1.92 0.04
H -0.33 -0.51 -1.62
H -0.85 -0.65 1.38
H -1.86 -1.52 0.41
H -2.08 0.35 0.36
H 1.03 -1.59 1.35

No. 4
110
Properties=species:S:1:pos:R:3 method="wB97M-V/def2-TZVPD" homo_ev=-10.13 charge=+1 de_lowest_kj_mol=208.55 gap_ev=6.73
Mg 1.00 1.54 3.61
C 0.01 0.69 -0.12
C 0.43 1.07 1.21
O 1.24 0.35 1.91
O 0.02 2.09 1.86
H 0.10 1.57 -0.75
H -1.05 0.43 -0.08
H 0.53 -0.12 -0.64
C 1.51 -0.10 -3.47
O 0.83 0.52 -4.28
N 1.29 -1.38 -3.15
C 2.21 -2.15 -2.29
C 0.26 -2.19 -3.84
H 2.42 0.23 -2.93
H 2.63 -2.83 -3.03
H 1.69 -2.69 -1.50
H 2.99 -1.56 -1.82
H -0.51 -1.60 -4.33
H 0.79 -2.82 -4.55
H -0.24 -2.86 -3.13
C -0.30 5.30 0.90
O 0.35 5.89 0.05
N -1.01 5.96 1.88
C -1.57 5.19 2.95
C -1.53 7.30 1.80
H -0.19 4.21 1.05
H -2.65 5.24 3.03
H -1.17 5.62 3.87
H -1.24 4.15 3.02
H -1.43 7.88 2.72
H -1.04 7.81 0.97
H -2.60 7.33 1.59
C 0.78 5.64 -3.18
O 0.81 6.59 -3.90
N 1.34 4.46 -3.48
C 1.42 3.36 -2.50
C 2.14 4.30 -4.74
H 0.33 5.69 -2.17
H 0.81 3.66 -1.65
H 2.42 3.17 -2.12
H 1.09 2.45 -3.00
H 3.14 4.71 -4.61
H 2.13 3.23 -4.96
H 1.70 4.85 -5.57
C 3.44 3.35 2.77
O 2.39 2.82 3.16
N 4.67 2.76 2.52
C 4.89 1.37 2.93
C 5.77 3.50 1.99
H 3.54 4.40 2.47
H 5.15 0.82 2.03
H 4.08 0.81 3.38
H 5.78 1.32 3.56
H 6.33 4.05 2.75
H 6.42 2.79 1.47
H 5.46 4.20 1.22
C -1.57 -0.11 4.24
O -0.51 0.55 4.20
N -1.48 -1.39 3.82
C -0.25 -2.09 3.55
C -2.72 -2.18 3.72
H -2.61 0.16 4.50
H -0.16 -2.28 2.48
H -0.39 -2.97 4.17
H 0.70 -1.66 3.87
H -2.77 -2.92 4.52
H -3.53 -1.46 3.81
H -2.85 -2.77 2.81
O -3.25 -4.56 -0.60
C -2.97 -3.54 0.03
O -3.72 -2.53 0.56
C -5.12 -2.59 0.45
C -5.77 -1.29 0.78
C -1.51 -3.08 0.17
H -5.49 -3.33 1.16
H -5.57 -2.77 -0.53
H -5.43 -0.46 0.16
H -5.58 -0.91 1.78
H -6.86 -1.30 0.78
H -1.02 -3.82 0.80
H -1.38 -2.08 0.58
H -0.90 -3.00 -0.73
O -2.93 -2.95 -5.05
C -3.98 -2.71 -4.39
O -4.29 -1.60 -3.72
C -3.40 -0.47 -3.69
C -2.64 -0.55 -2.35
C -5.09 -3.74 -4.39
H -4.10 0.37 -3.71
H -2.74 -0.39 -4.55
H -2.24 -1.55 -2.17
H -3.28 -0.35 -1.50
H -1.87 0.22 -2.44
H -5.66 -3.52 -5.29
H -5.69 -3.68 -3.48
H -4.67 -4.75 -4.49
O 1.82 -6.25 1.14
C 2.80 -5.63 0.66
O 3.47 -4.54 1.20
C 3.23 -4.17 2.56
C 3.30 -2.63 2.73
C 3.55 -6.16 -0.58
H 4.06 -4.60 3.12
H 2.29 -4.55 2.97
H 2.54 -2.13 2.12
H 4.18 -2.19 2.26
H 3.11 -2.31 3.75
H 2.96 -6.02 -1.48
H 3.57 -7.25 -0.59
H 4.62 -5.92 -0.60

No. 5
90
Properties=species:S:1:pos:R:3 method="wB97M-V/def2-TZVPD" homo_ev="-13.13 / -13.12" charge=+2 spin_multiplicity=4 s_squared=3.82 gap_ev="6.62 / 7.05"
Mn 0.10 0.00 -2.22
Te -3.05 0.87 1.88
C -2.35 -0.26 3.53
C -1.40 0.27 4.39
C -0.85 -0.56 5.36
N -1.20 -1.84 5.52
C -2.15 -2.32 4.72
C -2.75 -1.58 3.71
C -1.10 0.77 1.01
P -0.58 -0.66 0.01
C -2.05 -1.68 -0.20
C -3.02 -1.21 -1.08
C -4.17 -1.95 -1.32
C -4.34 -3.17 -0.69
C -3.37 -3.65 0.18
C -2.22 -2.91 0.43
C 0.68 -1.60 0.89
C 0.46 -2.07 2.18
C 1.44 -2.81 2.82
C 2.65 -3.06 2.18
C 2.87 -2.57 0.90
C 1.89 -1.85 0.25
P -0.10 2.07 1.22
C 1.65 1.76 1.23
C 2.05 0.90 2.27
C 3.40 0.63 2.45
C 4.34 1.20 1.61
C 3.94 2.05 0.59
C 2.60 2.35 0.40
C -0.58 3.49 2.15
C 0.21 3.84 3.25
C -0.16 4.93 4.02
C -1.29 5.67 3.68
C -2.05 5.33 2.57
C -1.70 4.23 1.80
H -1.08 1.30 4.32
H -0.10 -0.18 6.05
H -2.44 -3.35 4.88
H -3.50 -2.03 3.07
H -2.90 -0.25 -1.57
H -4.92 -1.58 -2.00
H -5.23 -3.76 -0.87
H -3.51 -4.61 0.68
H -1.46 -3.30 1.10
H -0.48 -1.87 2.69
H 1.26 -3.18 3.82
H 3.42 -3.63 2.68
H 3.82 -2.76 0.40
H 2.08 -1.46 -0.75
H 1.32 0.45 2.92
H 3.70 -0.03 3.26
H 5.39 0.98 1.75
H 4.68 2.50 -0.06
H 2.31 3.04 -0.37
H 1.10 3.29 3.50
H 0.44 5.21 4.87
H -1.57 6.53 4.28
H -2.92 5.92 2.31
H -2.30 3.96 0.94
F 3.34 1.39 -5.55
C 2.89 2.30 -4.71
F 2.21 3.24 -5.35
F 3.89 2.84 -4.03
S 1.76 1.46 -3.52
O 0.66 0.85 -4.26
O 2.50 0.49 -2.75
N 1.30 2.62 -2.58
S -0.10 2.94 -2.04
O -0.01 3.36 -0.65
O -1.05 1.86 -2.31
C -0.68 4.45 -2.95
F -0.79 4.13 -4.22
F -1.84 4.81 -2.45
F 0.22 5.39 -2.78
C 2.35 -2.76 -3.92
O 0.95 -2.55 -4.24
P -0.11 -2.21 -3.10
O -1.47 -2.43 -3.87
C -1.78 -1.68 -5.07
O -0.07 -3.36 -2.03
C -0.33 -4.75 -2.34
H 2.86 -2.83 -4.88
H 2.47 -3.68 -3.36
H 2.75 -1.92 -3.36
H -2.79 -1.98 -5.35
H -1.08 -1.93 -5.86
H -1.75 -0.61 -4.86
H 0.53 -5.33 -2.03
H -0.52 -4.89 -3.40
H -1.21 -5.05 -1.77